# 1
Molecular formula: C33H35Br69F4O2Si2
Method: DFT, ωB97M-V with the def2-TZVPD basis set

Energy above the lowest of the compared OMol25 structures with the same formula, charge and spin: 541.8 kJ/mol
Largest force on an atom: 5.0 eV/Å
Kohn-Sham gap: 8.22 eV
DFT total energy: -4898428.2720 eV

ORCA input file:
```
! wB97M-V def2-TZVPD RIJCOSX def2/J DEFGRID3
* xyz 0 1
O 4.018 -2.319 3.361
C 4.005 -1.144 2.899
C 5.376 -0.317 3.008
Si 5.277 1.523 2.482
O 5.862 2.625 3.714
Si 4.846 4.060 3.670
C 6.110 1.893 0.765
F 6.636 3.236 0.751
F 5.100 1.708 -0.254
C 7.321 0.922 0.393
F 7.790 1.303 -0.919
F 8.423 1.196 1.273
C 2.620 -0.584 2.296
C 2.242 -0.850 0.804
C 0.904 -0.226 0.312
C 0.043 0.595 1.295
C 0.403 0.855 2.794
C 1.742 0.227 3.289
H 5.766 -0.421 4.084
H 6.159 -0.818 2.320
H 3.853 1.894 2.301
H 5.644 5.228 4.041
H 4.452 4.248 2.255
H 3.676 3.957 4.537
H 7.057 -0.183 0.357
H 2.903 -1.468 0.109
H 0.538 -0.334 -0.761
H -0.930 1.040 0.916
H -0.255 1.477 3.509
H 2.091 0.353 4.359
C -2.954 2.058 5.812
Br -4.043 0.731 4.907
Br -1.141 2.135 5.114
Br -3.792 3.808 5.794
H -2.882 1.749 6.853
C -3.359 -2.637 2.748
Br -4.617 -2.406 1.295
Br -1.987 -1.268 2.714
Br -4.243 -2.737 4.471
H -2.860 -3.593 2.592
C 7.301 -3.260 -1.319
Br 5.926 -2.186 -0.472
Br 8.995 -3.127 -0.386
Br 6.741 -5.102 -1.541
H 7.454 -2.851 -2.317
C -4.321 3.841 1.993
Br -3.168 2.329 1.618
Br -3.822 5.394 0.944
Br -6.195 3.391 1.779
H -4.175 4.103 3.040
C -6.401 -6.137 -0.119
Br -7.515 -5.425 1.298
Br -6.282 -4.915 -1.620
Br -4.647 -6.652 0.532
H -6.884 -7.043 -0.481
C 3.737 4.537 -2.208
Br 2.476 4.726 -3.670
Br 5.044 5.973 -2.192
Br 2.841 4.359 -0.497
H 4.282 3.610 -2.376
C 0.441 5.568 4.418
Br 1.339 4.560 3.026
Br 1.309 5.360 6.140
Br 0.237 7.433 3.930
H -0.561 5.152 4.514
C 3.419 0.171 -3.183
Br 3.793 -1.733 -3.121
Br 2.421 0.760 -1.623
Br 5.030 1.219 -3.455
H 2.783 0.337 -4.051
C -3.100 0.879 -2.680
Br -3.282 2.796 -2.442
Br -1.305 0.387 -3.229
Br -3.662 -0.098 -1.102
H -3.770 0.592 -3.488
C -1.632 7.060 -2.511
Br -2.744 7.795 -1.101
Br -1.467 8.281 -4.008
Br 0.101 6.499 -1.844
H -2.134 6.168 -2.881
C -9.866 -5.817 -4.177
Br -10.069 -3.900 -3.962
Br -8.071 -6.291 -4.734
Br -10.405 -6.783 -2.583
H -10.538 -6.121 -4.976
C -1.155 12.032 -3.117
Br -2.271 12.762 -1.709
Br -0.985 13.256 -4.612
Br 0.575 11.470 -2.447
H -1.657 11.140 -3.491
C -5.349 -9.806 -6.006
Br -6.592 -9.555 -7.473
Br -3.973 -8.439 -5.986
Br -6.264 -9.936 -4.300
H -4.849 -10.758 -6.172
C -4.125 -6.268 5.972
Br -2.666 -6.218 4.698
Br -5.622 -7.310 5.313
Br -3.535 -6.874 7.718
H -4.478 -5.245 6.093
C -3.123 -13.872 -6.778
Br -4.239 -13.169 -5.356
Br -3.008 -12.643 -8.274
Br -1.369 -14.386 -6.129
H -3.605 -14.777 -7.144
C -0.012 -1.696 7.016
Br 0.647 -1.102 5.287
Br -0.650 -0.214 8.095
Br -1.354 -3.085 6.835
H 0.832 -2.135 7.545
C 1.388 -6.812 5.742
Br 2.274 -7.837 4.353
Br 2.281 -6.995 7.454
Br 1.171 -4.953 5.238
H 0.389 -7.230 5.857
C 3.402 7.923 1.267
Br 3.558 8.517 3.106
Br 3.249 9.411 0.032
Br 4.845 6.725 0.773
H 2.475 7.354 1.197
C -9.784 0.017 -6.378
Br -11.047 -0.399 -4.966
Br -8.367 1.186 -5.754
Br -9.081 -1.586 -7.212
H -10.331 0.562 -7.144
C 8.576 -8.431 -3.225
Br 7.346 -8.897 -1.799
Br 9.966 -7.222 -2.615
Br 9.316 -10.005 -4.082
H 8.001 -7.898 -3.980
C -2.582 -4.452 -6.074
Br -3.826 -4.202 -7.540
Br -1.206 -3.085 -6.054
Br -3.495 -4.579 -4.368
H -2.082 -5.405 -6.240
C 4.193 7.719 7.798
Br 4.343 8.298 9.643
Br 4.057 9.222 6.580
Br 5.631 6.517 7.300
H 3.265 7.158 7.715
C 0.707 10.599 -7.352
Br 1.852 9.078 -7.718
Br 1.220 12.155 -8.389
Br -1.169 10.163 -7.587
H 0.844 10.857 -6.302
*
```



# 2
Molecular formula: C33H35CaCl2N4O2SbSe4
Method: DFT, ωB97M-V with the def2-TZVPD basis set

Energy above the lowest of the compared OMol25 structures with the same formula, charge and spin: 179.7 kJ/mol
Largest force on an atom: 2.3 eV/Å
Kohn-Sham gap: 4.56 eV
DFT total energy: -356255.9905 eV

ORCA input file:
```
! wB97M-V def2-TZVPD RIJCOSX def2/J DEFGRID3
* xyz -2 1
Ca -0.589 -0.006 -0.619
C -0.046 3.002 3.332
C -0.430 2.323 4.478
C -0.544 0.944 4.437
C -0.260 0.266 3.252
N 0.127 0.916 2.144
C 0.221 2.261 2.193
C -0.484 -1.209 3.157
C -0.242 -2.064 4.222
C -0.620 -3.398 4.088
C -1.229 -3.807 2.917
C -1.392 -2.886 1.886
N -1.005 -1.607 1.994
H 0.025 4.083 3.310
H -0.658 2.863 5.390
H -0.883 0.387 5.300
H 0.503 2.749 1.257
H 0.222 -1.696 5.132
H -0.442 -4.101 4.899
H -1.557 -4.830 2.759
H -1.853 -3.197 0.955
C -4.215 2.008 0.869
C -2.865 1.887 0.223
O -2.234 0.848 0.427
C -2.346 2.980 -0.631
C -3.205 4.040 -0.992
C -2.807 5.070 -1.809
C -1.484 5.063 -2.292
C -0.611 4.059 -1.953
C -0.994 2.967 -1.116
O -0.120 2.051 -0.804
H -4.358 1.131 1.493
H -4.994 2.000 0.099
H -4.295 2.933 1.456
H -4.225 4.026 -0.627
H -3.497 5.859 -2.084
H -1.150 5.862 -2.949
H 0.401 4.040 -2.334
C -3.309 0.519 -3.120
C -2.043 -0.005 -3.713
N -0.805 0.423 -3.515
C -0.008 -0.367 -4.331
C -0.767 -1.274 -4.995
N -2.054 -1.028 -4.591
H -3.139 0.908 -2.126
H -4.051 -0.277 -3.046
H -3.708 1.333 -3.733
H 1.072 -0.265 -4.348
H -0.512 -2.100 -5.644
H -2.842 -1.694 -4.667
Se -4.653 -1.765 -0.328
Sb -3.264 -3.339 -1.616
Se -3.028 -5.539 -0.512
Se -4.134 -3.507 -3.930
Se -0.852 -2.519 -1.690
C 3.200 -1.707 -1.287
C 2.992 -0.315 -0.616
C 2.902 0.761 -1.718
C 1.701 -0.601 0.046
C 4.074 0.046 0.404
C 3.928 1.234 1.132
C 4.859 1.606 2.093
C 5.964 0.798 2.346
C 6.115 -0.387 1.636
C 5.175 -0.760 0.676
H 2.336 -1.960 -1.915
H 3.323 -2.516 -0.563
H 4.087 -1.633 -1.922
H 2.119 0.498 -2.440
H 3.861 0.835 -2.241
H 2.635 1.737 -1.316
H 1.927 -1.166 0.966
H 3.058 1.864 0.950
H 4.721 2.528 2.646
H 6.696 1.087 3.092
H 6.966 -1.030 1.829
H 5.306 -1.698 0.144
Cl 1.648 -6.826 -0.473
C 0.715 -5.280 -0.378
Cl 1.530 -4.136 0.735
H -0.291 -5.482 -0.035
H 0.685 -4.821 -1.346
*
```



# 3
Molecular formula: C33H35Cl5O5PS4SiTi
Method: DFT, ωB97M-V with the def2-TZVPD basis set

Energy above the lowest of the compared OMol25 structures with the same formula, charge and spin: 82.7 kJ/mol
Largest force on an atom: 1.6 eV/Å
Kohn-Sham gap: 7.33 eV
DFT total energy: -191262.4717 eV

ORCA input file:
```
! wB97M-V def2-TZVPD RIJCOSX def2/J DEFGRID3
* xyz 1 1
Ti -0.264 0.236 -0.371
C 1.208 -1.829 3.091
C 2.371 -2.362 2.257
S 2.062 -2.218 0.483
C 3.553 -1.401 -0.113
C 3.897 -0.032 0.460
S 2.564 1.196 0.378
C 2.547 1.802 2.075
C 2.130 0.787 3.134
S 0.636 -0.154 2.720
H 1.472 -1.872 4.150
H 0.331 -2.463 2.961
H 2.512 -3.412 2.517
H 3.303 -1.853 2.500
H 3.401 -1.334 -1.190
H 4.411 -2.061 0.034
H 4.753 0.363 -0.087
H 4.208 -0.119 1.501
H 1.861 2.650 2.064
H 3.533 2.200 2.320
H 1.962 1.313 4.075
H 2.934 0.075 3.316
O -1.732 0.023 1.038
S -2.870 0.229 0.073
O -3.691 1.360 0.305
O -2.083 0.248 -1.227
C -3.828 -1.235 0.048
C -5.203 -1.092 0.169
C -6.002 -2.223 0.108
C -5.417 -3.466 -0.083
C -4.040 -3.587 -0.205
C -3.212 -2.472 -0.134
P -1.384 -2.667 -0.296
C -1.367 -3.629 -1.841
C -1.098 -4.987 -1.970
C -1.144 -5.589 -3.222
C -1.478 -4.848 -4.345
C -1.768 -3.495 -4.218
C -1.701 -2.888 -2.976
C -1.063 -3.806 1.092
C -1.840 -3.726 2.250
C -1.530 -4.493 3.363
C -0.441 -5.354 3.338
C 0.341 -5.437 2.194
C 0.039 -4.663 1.082
H -5.629 -0.107 0.304
H -7.075 -2.130 0.201
H -6.037 -4.351 -0.139
H -3.601 -4.565 -0.357
H -0.868 -5.591 -1.102
H -0.927 -6.645 -3.313
H -1.519 -5.324 -5.315
H -2.041 -2.914 -5.090
H -1.923 -1.830 -2.884
H -2.692 -3.061 2.293
H -2.144 -4.420 4.251
H -0.204 -5.959 4.202
H 1.190 -6.107 2.163
H 0.680 -4.720 0.212
Cl -0.179 7.797 -0.154
C -0.178 6.091 -0.313
C -0.356 5.285 0.809
Cl -0.574 5.995 2.354
C -0.355 3.898 0.680
Cl -0.584 2.890 2.051
C -0.157 3.311 -0.568
O -0.107 1.981 -0.719
C 0.009 4.123 -1.692
Cl 0.198 3.374 -3.223
C -0.002 5.507 -1.568
Cl 0.206 6.489 -2.955
C 2.771 0.554 -3.312
Si 1.285 -0.570 -3.230
C 1.779 -2.336 -3.552
C -0.103 -0.007 -4.345
O 0.711 -0.504 -1.621
H 3.026 0.740 -4.359
H 3.652 0.114 -2.841
H 2.578 1.520 -2.845
H 2.212 -2.411 -4.554
H 0.926 -3.014 -3.505
H 2.532 -2.690 -2.844
H -0.303 -0.768 -5.102
H 0.161 0.916 -4.864
H -1.032 0.181 -3.805
*
```